Molecular formula: C5H8N2
Method: DFT, ωB97M-V with the def2-TZVPD basis set

Last column: Löwdin charge in e.
Element x y z (Å)
C (0.18369, 2.28293, 0.66856)  -0.068
C (0.30741, 0.85149, 0.24459)  -0.309
C (1.21014, 0.30382, -0.63162)  -0.093
N (0.82003, -0.99090, -0.89360)  0.060
C (-0.32406, -1.27436, -0.19804)  -0.390
N (-1.01562, -2.48217, -0.44072)  0.079
C (-0.64456, -0.16738, 0.54629)  -0.021
H (-0.66891, 2.73494, 0.14658)  0.077
H (-0.00684, 2.38321, 1.74261)  0.073
H (1.07123, 2.87118, 0.41741)  0.072
H (2.08707, 0.72945, -1.10153)  0.112
H (1.20146, -1.59539, -1.60248)  0.148
H (-0.73530, -3.23557, 0.17728)  0.077
H (-2.00874, -2.32815, -0.30999)  0.077
H (-1.47700, -0.08312, 1.23468)  0.106

Cartesian forces, eV/Å:
0.021 0.083 0.031
0.032 -0.013 -0.119
-0.016 0.152 0.031
-0.138 -0.111 -0.029
0.099 0.168 -0.019
-0.076 -0.057 0.183
-0.104 -0.034 -0.048
0.138 0.016 0.115
0.088 -0.037 -0.132
-0.075 -0.126 0.055
-0.164 -0.053 0.080
-0.028 0.074 0.119
0.052 0.060 -0.034
0.110 -0.106 -0.061
0.061 -0.015 -0.173

The calculation puts the energy at -304.83028 Eh. As for the SMILES: Cc1c[nH]c(N)c1. For the orbital gap, the calculation gives 8.77 eV. The molar mass comes out at 96.13 g/mol.

=====

Molecular formula: C5H8N2
Method: DFT, ωB97M-V with the def2-TZVPD basis set

Last column: Löwdin charge in e.
Element x y z (Å)
C (0.31510, 2.65197, 0.45095)  -0.090
C (0.22285, 1.13029, 0.13855)  -0.095
C (0.91996, 0.65039, -0.88974)  -0.161
N (0.49403, -0.66957, -0.95174)  -0.002
C (-0.29574, -0.54130, 0.19860)  -0.144
N (-0.84419, -2.73289, 0.10672)  -0.011
C (-1.01356, -1.50127, 0.80604)  -0.161
H (-0.59943, 3.23994, 0.29335)  0.058
H (0.69105, 2.92332, 1.44538)  0.056
H (1.05056, 3.10084, -0.25445)  0.072
H (1.61413, 1.08110, -1.59456)  0.115
H (0.93236, -1.45766, -1.39748)  0.124
H (-0.24836, -3.45105, 0.48348)  0.069
H (-1.56703, -3.04768, -0.51914)  0.071
H (-1.67174, -1.37644, 1.68405)  0.098

Cartesian forces, eV/Å:
-0.287 -0.360 0.270
0.322 -0.546 -0.407
0.378 -0.021 -0.504
-0.067 -0.002 -0.341
-0.225 2.080 0.820
-0.150 -0.375 0.091
0.559 0.608 -0.622
-0.041 -0.454 0.094
-0.193 -0.386 -0.032
-0.376 -0.641 0.263
0.056 0.195 -0.026
-0.197 -0.101 0.530
-0.284 0.035 0.172
-0.040 -0.037 0.276
0.546 0.005 -0.586

The calculation puts the energy at -304.68804 Eh. For the orbital gap, the calculation gives 8.80 eV. The molar mass comes out at 96.13 g/mol.

=====

Molecular formula: C5H8N2
Method: DFT, ωB97M-V with the def2-TZVPD basis set

Last column: Löwdin charge in e.
Element x y z (Å)
C (-1.88242, -0.37360, -0.06034)  -0.057
N (2.00183, -0.03936, 0.11618)  0.055
C (0.59707, 0.05682, -0.00316)  -0.340
C (0.82653, 1.32140, 0.18938)  -0.115
C (-0.47936, -0.91280, -0.08670)  -0.319
N (0.98946, 2.60609, -0.11330)  0.086
C (-0.16606, -2.20621, -0.20810)  0.078
H (2.24949, -0.39364, 1.04548)  0.041
H (1.67974, 2.82735, -0.82359)  0.107
H (0.96651, 3.27677, 0.64101)  0.093
H (-2.07773, 0.14972, 0.87888)  0.082
H (-2.03318, 0.34811, -0.86707)  0.085
H (-2.61422, -1.17331, -0.17187)  0.074
H (-0.92782, -2.96819, -0.30723)  0.064
H (0.87015, -2.51915, -0.22957)  0.064

Cartesian forces, eV/Å:
0.033 0.000 -0.016
-0.180 0.441 0.027
-0.022 0.567 0.478
0.362 -1.380 -0.398
-0.136 -0.466 -0.172
0.064 0.633 0.045
-0.040 0.336 0.031
-0.119 0.072 -0.056
-0.101 -0.119 0.065
0.064 -0.105 -0.025
0.022 -0.025 -0.032
0.023 -0.023 0.028
0.041 0.012 0.011
-0.027 0.017 0.035
0.016 0.040 -0.020

The calculation puts the energy at -304.68614 Eh. As for the SMILES: C=C(C)C1=C(N)N1. For the orbital gap, the calculation gives 8.68 eV. The molar mass comes out at 96.13 g/mol.

=====

Molecular formula: C5H8N2
Method: DFT, ωB97M-V with the def2-TZVPD basis set

Last column: Löwdin charge in e.
Element x y z (Å)
C (-1.37455, -0.42202, 0.29485)  -0.140
C (0.17975, -0.64861, 0.18956)  -0.374
C (0.95317, 0.13489, 1.26018)  -0.068
N (0.74693, -0.33264, -1.14249)  -0.023
C (0.40613, 1.03163, -1.48982)  -0.154
C (-0.88816, 1.15023, -1.20767)  -0.106
N (-1.86839, 0.55931, -0.75034)  0.078
H (-1.65753, -0.15600, 1.32324)  0.110
H (0.33336, -1.72279, 0.35130)  0.134
H (-1.91230, -1.34426, 0.03607)  0.107
H (2.00294, 0.22086, 0.95941)  0.080
H (0.55025, 1.14425, 1.39949)  0.079
H (0.90035, -0.38286, 2.22380)  0.076
H (0.46262, -1.02020, -1.83273)  0.113
H (1.16543, 1.78820, -1.61485)  0.088

Cartesian forces, eV/Å:
0.008 -0.034 0.167
-0.163 -0.021 0.026
-0.078 -0.014 -0.041
-0.216 -0.138 -0.062
-0.090 0.216 0.067
-0.179 -0.436 0.261
0.768 0.003 -0.049
0.075 0.087 -0.316
0.062 0.156 -0.079
0.052 0.244 0.081
-0.183 -0.057 0.123
0.065 -0.162 -0.073
-0.019 0.103 -0.118
0.086 0.087 0.002
-0.187 -0.035 0.012

The calculation puts the energy at -304.71764 Eh. As for the SMILES: C[C@H]1CN=C=CN1. For the orbital gap, the calculation gives 8.73 eV. The molar mass comes out at 96.13 g/mol.

=====

Molecular formula: C5H8N2
Method: DFT, ωB97M-V with the def2-TZVPD basis set

Last column: Löwdin charge in e.
Element x y z (Å)
C (1.37840, -0.44721, -0.70532)  -0.080
C (0.59901, 0.28832, 0.37072)  -0.294
C (-0.30026, 1.41977, -0.16572)  -0.164
N (-1.49243, 0.79919, 0.44932)  0.003
C (-0.70901, -0.36491, 0.90775)  -0.289
C (-0.97333, -1.67723, 0.30325)  -0.182
N (-1.08622, -2.72979, -0.16314)  0.156
H (0.72601, -0.74638, -1.53446)  0.082
H (2.13965, 0.23485, -1.09864)  0.083
H (1.87419, -1.34798, -0.32891)  0.083
H (1.26033, 0.57820, 1.19045)  0.135
H (-0.30769, 1.46412, -1.26380)  0.114
H (-0.08838, 2.41738, 0.22972)  0.105
H (-2.25478, 0.59657, -0.18814)  0.107
H (-0.76548, -0.48488, 1.99692)  0.141

Cartesian forces, eV/Å:
0.031 -0.001 0.008
0.170 0.000 0.006
0.180 0.265 -0.101
-0.168 -0.111 -0.157
-0.022 -0.232 0.129
-0.149 -0.823 -0.331
-0.028 0.944 0.372
0.107 0.057 0.152
-0.036 -0.158 -0.009
-0.069 0.152 -0.013
-0.091 0.060 -0.110
-0.048 -0.005 0.209
-0.080 -0.072 -0.084
0.126 -0.042 0.128
0.079 -0.033 -0.197

The calculation puts the energy at -304.78511 Eh. As for the SMILES: C[C@H]1CN[C@H]1C#N. For the orbital gap, the calculation gives 10.54 eV. The molar mass comes out at 96.13 g/mol.

=====

Molecular formula: C5H8N2
Method: DFT, ωB97M-V with the def2-TZVPD basis set

Last column: Löwdin charge in e.
Element x y z (Å)
C (1.76731, 1.01571, -0.17383)  -0.040
C (0.75800, 0.45148, -1.15115)  -0.339
C (0.08014, -0.85986, -1.00287)  -0.275
C (0.09000, -1.53595, 0.28424)  -0.201
N (-0.13546, -1.96050, 1.34743)  0.164
N (-0.65402, 0.40441, -0.91118)  0.165
C (-2.04142, -0.19070, 1.47045)  0.074
H (1.63599, 0.60373, 0.83163)  0.077
H (2.78558, 0.79015, -0.51194)  0.083
H (1.66419, 2.10461, -0.11888)  0.082
H (1.00917, 0.67361, -2.19635)  0.147
H (-0.07651, -1.52225, -1.85463)  0.144
H (-1.69044, -0.19597, 0.44573)  -0.071
H (-3.10881, -0.15171, 1.68992)  -0.004
H (-1.35918, 0.03433, 2.28078)  -0.006

Cartesian forces, eV/Å:
-0.155 0.158 0.190
0.697 -0.214 -0.358
0.299 -0.537 0.315
-0.387 -0.899 1.658
1.105 0.272 -1.941
0.346 0.597 -0.981
-0.784 0.456 0.343
-0.043 0.052 -0.165
-0.259 -0.025 0.030
-0.001 -0.167 0.006
-0.219 0.050 0.204
-0.071 0.285 0.101
-0.752 0.034 0.883
0.285 -0.013 -0.110
-0.060 -0.048 -0.176

The calculation puts the energy at -304.61554 Eh. For the orbital gap (spin up / spin down), the calculation gives 11.19 / 6.63 eV. The molar mass comes out at 96.13 g/mol.

=====

Molecular formula: C5H8N2
Method: DFT, ωB97M-V with the def2-TZVPD basis set

Last column: Löwdin charge in e.
Element x y z (Å)
C (-2.74319, -0.34902, -0.07657)  -0.057
N (-1.37059, 0.11153, 0.22121)  -0.350
C (-0.40141, -0.46651, -0.80864)  -0.081
C (0.75060, 0.12797, -0.79659)  -0.075
C (2.69389, 0.03688, 0.55124)  -0.096
C (1.59045, 0.83864, -0.07817)  -0.138
N (-1.10105, 0.95894, 1.03185)  0.119
H (-3.01896, 0.03245, -1.06489)  0.087
H (-3.39294, 0.06056, 0.69323)  0.078
H (-2.76171, -1.44136, -0.09133)  0.081
H (-0.79468, -1.23772, -1.45923)  0.089
H (3.56132, 0.17662, -0.10209)  0.079
H (2.42471, -1.02329, 0.50674)  0.080
H (2.96612, 0.31279, 1.57180)  0.075
H (1.61712, 1.92706, -0.07630)  0.111

Cartesian forces, eV/Å:
-0.252 -0.067 0.040
0.044 0.385 0.441
0.179 0.139 -0.196
-0.125 0.074 0.285
0.157 -0.054 0.110
0.090 -0.178 -0.398
-0.219 -0.655 -0.222
-0.015 -0.096 0.153
0.024 -0.096 -0.093
-0.074 0.102 0.029
-0.087 0.397 -0.137
0.135 -0.091 0.268
0.128 0.170 0.141
-0.131 0.151 -0.111
0.144 -0.182 -0.309

The calculation puts the energy at -304.65566 Eh. For the orbital gap, the calculation gives 8.74 eV. The molar mass comes out at 96.13 g/mol.

=====

Molecular formula: C5H8N2
Method: DFT, ωB97M-V with the def2-TZVPD basis set

Last column: Löwdin charge in e.
Element x y z (Å)
C (1.22167, -0.54396, -1.54991)  -0.053
C (0.99725, 0.70803, 0.67068)  -0.109
C (0.11338, 0.85181, 1.66249)  -0.144
C (-1.22145, 0.31013, 1.29030)  -0.154
C (-0.90911, -0.31570, -0.08226)  -0.372
H (1.19390, -1.65734, -1.63543)  0.090
H (2.26714, -0.38175, -1.35445)  0.049
H (1.13993, 0.11188, -2.58278)  0.137
H (1.97755, 1.08248, 0.61199)  0.101
H (-0.12401, 1.76708, 2.40619)  0.146
H (-1.31421, -0.60338, 1.97264)  0.137
H (-2.18556, 0.96376, 1.32119)  0.151
H (-1.72918, -1.34095, -1.64039)  0.031
N (0.48383, -0.12672, -0.32536)  -0.108
N (-1.91114, -0.82539, -0.76489)  0.098

Cartesian forces, eV/Å:
0.171 0.802 -0.670
-1.084 -0.627 0.828
-1.960 4.771 1.728
-0.119 -2.184 -0.213
-2.325 -0.403 -1.489
-0.617 0.976 -0.574
0.535 0.189 0.490
-0.813 -1.813 2.561
1.026 0.345 -0.198
2.069 -2.267 -1.336
-0.711 1.063 -0.751
2.021 -1.153 -0.036
0.514 0.624 0.496
-0.936 -0.606 -1.645
2.228 0.284 0.808

The calculation puts the energy at -304.74260 Eh. As for the SMILES: [H]/N=C1/CC=CN1C. For the orbital gap, the calculation gives 8.80 eV. The molar mass comes out at 96.13 g/mol.

=====

Record-wise maximum force values, in eV/A: 0.2; 2.2; 1.5; 0.8; 1.0; 2.3; 0.7; 5.4